No. 1
Below is a cluster of 12 separate species, C30H89N13O12 in total, with properties calculated with ωB97M-V/def2-TZVPD.

Its frontier orbital gap (spin up / spin down) is 1.59 / 9.11 eV. Its spin multiplicity is 2. As for the charge: -1. The calculation puts the max |F| at 10.73 eV/Å. As for the total energy: -2811.0168 a.u. For the HOMO energy (spin up / spin down), the calculation gives 0.362 / -7.163 eV.

Last column: Löwdin spin population.
Atoms and positions in Å:
C: -0.6569 4.3430 -1.3900  0.077
C: 0.6085 5.0385 -1.9500  0.022
O: 1.6427 4.7035 -1.0933  0.005
H: -1.0113 4.9492 -0.5564  0.020
H: -0.4008 3.3261 -1.0927  0.002
H: -1.3285 4.2381 -2.2421  0.035
H: 0.4927 6.1208 -1.8911  0.012
H: 0.8434 4.6776 -2.9513  0.002
H: 1.2340 4.6050 -0.2303  0.000
C: 1.8133 1.0628 -2.4146  0.002
C: 3.1493 1.7540 -2.0696  0.001
O: 3.1326 2.4496 -0.9063  0.001
H: 0.9959 1.7801 -2.3416  0.000
H: 1.6725 0.1126 -1.8995  0.000
H: 1.9609 0.7192 -3.4385  0.001
H: 3.4837 2.3126 -2.9438  0.001
H: 3.9796 1.0767 -1.8694  0.000
H: 2.5854 3.2339 -0.9903  0.000
C: -0.5969 -0.1379 -0.1330  0.002
C: -0.1382 -1.5243 0.3297  0.001
O: 1.0966 -1.8160 -0.3329  0.000
H: -0.7267 -0.1043 -1.2147  0.001
H: 0.0090 0.7525 0.0349  0.001
H: -1.5948 -0.0614 0.2988  0.001
H: -0.9113 -2.2292 0.0241  0.000
H: -0.0450 -1.5029 1.4155  0.000
H: 0.8633 -1.8631 -1.2629  0.000
C: -2.9836 2.6008 0.9236  0.060
O: -2.8447 1.8726 1.8990  0.017
N: -2.7574 3.9173 1.0273  0.032
N: -3.2211 2.2271 -0.3075  0.036
H: -2.9287 4.4969 0.2181  0.093
H: -2.4983 4.2265 1.9533  0.007
H: -3.3047 2.9298 -1.0282  0.097
H: -3.3593 1.2371 -0.4518  0.005
C: -4.4387 -0.9754 1.2031  0.009
O: -4.2901 -0.4742 0.0763  0.034
N: -5.1709 -2.0098 1.4449  0.003
N: -3.7550 -0.6578 2.2967  0.001
H: -5.7570 -2.4597 0.7563  0.001
H: -5.1415 -2.4894 2.3333  0.002
H: -3.8461 -1.2040 3.1413  0.001
H: -3.0828 0.0905 2.2062  0.000
C: 3.7682 -0.6881 1.8503  0.000
O: 4.8425 -0.1929 2.2771  0.000
N: 3.3822 -1.8454 1.9961  0.000
N: 3.0127 0.0192 1.0182  0.000
H: 2.5755 -2.1235 1.4557  0.000
H: 3.6688 -2.6836 2.4812  0.000
H: 3.4842 0.8621 0.7228  0.000
H: 2.2777 -0.4483 0.5069  0.000
C: -0.4981 -3.0162 -3.4406  0.001
O: -1.5155 -3.6840 -3.3325  0.002
N: -0.3836 -1.8850 -4.1186  0.001
N: 0.6378 -3.4253 -3.0097  0.000
H: -1.1390 -1.3746 -4.5534  0.000
H: 0.5277 -1.4751 -4.2657  0.000
H: 0.6136 -4.3117 -2.5261  0.000
H: 1.5030 -2.9479 -3.2182  0.000
C: -0.3250 4.3938 3.5699  0.006
C: 0.4886 5.0268 2.4588  0.007
C: 1.7658 5.6951 2.9536  0.002
O: 1.4648 6.7550 3.9085  0.004
C: 2.5974 7.6172 4.1521  0.002
N: 0.6984 3.9990 1.4130  0.001
H: -1.1327 3.7764 3.1766  0.002
H: -0.7376 5.1419 4.2468  0.002
H: 0.3525 3.8097 4.1927  0.000
H: -0.1307 5.7824 1.9754  0.009
H: 2.3579 6.1161 2.1410  0.001
H: 2.4145 4.9305 3.3811  0.000
H: 3.4996 7.0187 4.2779  0.000
H: 2.3724 8.1421 5.0805  0.000
H: 2.7554 8.3379 3.3498  0.000
H: 1.2712 3.2822 1.8352  0.000
H: -0.1374 3.4739 1.1988  0.001
C: -1.4181 1.2242 -3.6258  0.015
C: -2.3229 1.2135 -4.8305  0.035
C: -1.7935 1.9847 -6.0440  0.010
O: -1.8061 3.3981 -5.9531  0.010
C: -3.0304 4.0602 -5.7620  0.113
N: -2.5896 -0.1721 -5.1420  0.007
H: -0.4642 0.9039 -4.0448  0.001
H: -1.7007 0.4820 -2.8792  0.004
H: -1.3238 2.2123 -3.1754  0.008
H: -3.2259 1.7552 -4.5489  0.033
H: -2.1393 1.7686 -7.0548  0.003
H: -0.7471 1.6837 -5.9922  0.001
H: -2.9312 5.1214 -5.9904  0.016
H: -3.5245 3.9556 -4.7961  0.066
H: -3.7064 3.6707 -6.5232  0.012
H: -3.0533 -0.2091 -6.0385  0.007
H: -3.3147 -0.3927 -4.4745  0.014
C: -2.8236 -1.7631 5.5197  0.002
C: -1.8565 -0.8148 6.3332  0.000
C: -1.1904 0.2261 5.3471  0.001
O: -0.5025 -0.4495 4.2541  0.000
C: 0.0605 0.3131 3.2174  0.000
N: -2.6236 -0.1010 7.3111  0.000
H: -3.6487 -1.2379 5.0387  0.001
H: -3.3438 -2.5016 6.1296  0.000
H: -2.2836 -2.3887 4.8091  0.000
H: -1.0914 -1.4173 6.8228  0.000
H: -0.4974 0.9603 5.7580  0.000
H: -1.9441 0.9202 4.9753  0.001
H: 0.8434 -0.2509 2.7103  0.000
H: 0.5180 1.1914 3.6728  0.000
H: -0.8119 0.5826 2.6223  0.000
H: -3.0267 -0.7694 7.9522  0.000
H: -3.4229 0.2982 6.8401  0.001
C: -1.9904 -4.1622 1.6355  0.001
C: -1.2474 -5.0329 0.6651  0.000
C: -0.7386 -6.4697 1.1980  0.000
O: 0.1174 -6.4747 2.3955  0.000
C: 1.4554 -6.0405 2.3201  0.000
N: -1.9045 -5.3724 -0.5663  0.000
H: -1.3086 -3.9560 2.4606  0.000
H: -2.9420 -4.6300 1.8881  0.000
H: -2.2181 -3.1214 1.4053  0.000
H: -0.3814 -4.4417 0.3677  0.000
H: -0.0891 -6.9885 0.4931  0.000
H: -1.5977 -7.1185 1.3685  0.000
H: 2.0186 -6.1732 3.2439  0.000
H: 1.5430 -4.9630 2.1805  0.000
H: 2.0831 -6.5052 1.5598  0.000
H: -2.3136 -4.5659 -1.0160  0.001
H: -1.3214 -5.8055 -1.2681  0.000
C: 4.7279 -1.7440 -1.5759  0.000
C: 4.5450 -2.6014 -2.7713  0.000
C: 4.0342 -4.0833 -2.3749  0.000
O: 3.6836 -4.9493 -3.4716  0.000
C: 3.0317 -6.1254 -3.0260  0.000
N: 3.5843 -1.7696 -3.6440  0.000
H: 5.5563 -2.1022 -0.9647  0.000
H: 3.8690 -1.4501 -0.9726  0.000
H: 5.2351 -0.8660 -1.9758  0.000
H: 5.5022 -2.5950 -3.2926  0.000
H: 3.2147 -4.0263 -1.6584  0.000
H: 4.8425 -4.4771 -1.7588  0.000
H: 3.8339 -6.7199 -2.5888  0.000
H: 2.7501 -6.7101 -3.9018  0.000
H: 2.1845 -5.8721 -2.3886  0.000
H: 3.8070 -2.0833 -4.5779  0.000
H: 4.0644 -0.8849 -3.5616  0.000



No. 2
Below is a structure of composition C38H58B2F4IrN3Si2, with properties calculated with ωB97M-V/def2-TZVPD.

Its frontier orbital gap (spin up / spin down) is 8.51 / 6.54 eV. Its spin multiplicity is 2. As for the charge: +1. The calculation puts the max |F| at 0.56 eV/Å. As for the total energy: -2779.7096 a.u. For the HOMO energy (spin up / spin down), the calculation gives -11.352 / -11.693 eV.

Last column: Löwdin spin population.
Atoms and positions in Å:
Ir: -0.1808 -0.5964 0.4742  0.087
C: -2.9667 -0.9685 1.1755  0.000
Si: -2.6430 -2.2553 -0.1788  0.001
C: -2.3778 -3.9487 0.5726  0.000
C: -4.1569 -2.2745 -1.2769  0.001
C: -1.0992 -1.6241 -1.1111  0.000
C: -1.5010 -0.3108 -1.7248  0.000
C: -2.2647 0.0453 -2.8222  0.000
C: -2.5397 1.3913 -3.0276  0.000
C: -2.0866 2.3449 -2.1274  0.000
C: -1.3421 1.9325 -1.0371  0.000
N: -1.0463 0.6454 -0.8788  -0.001
Si: -0.2466 -2.8391 -2.2871  0.000
C: 0.4058 -4.3390 -1.3808  0.000
C: 1.1132 -1.9206 -3.1736  0.004
C: -1.4489 -3.4530 -3.5925  0.000
H: -3.7497 -1.3634 1.8276  0.000
H: -3.3401 -0.0357 0.7473  0.000
H: -2.1556 -0.7053 1.8682  0.000
H: -2.9488 -4.0295 1.4994  0.000
H: -1.3365 -4.1726 0.8013  0.000
H: -2.7414 -4.7261 -0.1021  0.000
H: -4.9733 -2.7678 -0.7438  0.000
H: -3.9971 -2.8231 -2.2054  0.000
H: -4.4945 -1.2671 -1.5234  0.000
H: -2.6506 -0.7144 -3.4858  0.000
H: -3.1299 1.6950 -3.8820  0.000
H: -2.3076 3.3940 -2.2557  0.000
H: -0.9862 2.6211 -0.2881  0.000
H: 1.0194 -4.0982 -0.5131  0.000
H: 1.0255 -4.9284 -2.0609  0.000
H: -0.4125 -4.9821 -1.0567  0.000
H: 1.9439 -1.6684 -2.5105  0.002
H: 0.7115 -1.0021 -3.5983  0.000
H: 1.5136 -2.5124 -3.9984  0.001
H: -2.2879 -4.0065 -3.1676  0.000
H: -0.9131 -4.1415 -4.2508  0.000
H: -1.8461 -2.6574 -4.2245  0.000
C: 0.3926 4.0520 2.0404  0.000
C: 1.4774 3.2971 1.2706  0.001
C: 2.8624 3.7444 1.7471  0.002
C: 1.3546 3.4650 -0.2299  0.002
C: 0.9951 4.6972 -0.7664  0.000
C: 0.9002 4.8905 -2.1330  0.000
C: 1.1765 3.8470 -2.9947  0.000
C: 1.5617 2.6001 -2.5121  0.003
C: 1.9458 1.5221 -3.5036  0.001
C: 0.8972 1.3639 -4.6070  0.000
C: 3.3206 1.8145 -4.1120  0.002
C: 1.6285 2.4250 -1.1259  0.006
N: 2.1815 1.1708 -0.6270  0.153
B: 1.6323 -0.1729 -0.1825  0.072
N: 2.9127 -0.9721 -0.0516  0.145
C: 3.9508 -0.1492 -0.2060  0.234
C: 3.5133 1.1279 -0.5573  0.228
C: 3.1832 -2.3812 0.1270  0.006
C: 3.8673 -3.0619 -0.8898  0.007
C: 4.1311 -4.4143 -0.6902  0.000
C: 3.7292 -5.0708 0.4558  0.004
C: 3.0742 -4.3711 1.4550  0.000
C: 2.8110 -3.0153 1.3191  0.004
C: 2.1041 -2.2548 2.4219  0.001
C: 2.4168 -2.7702 3.8243  0.000
C: 0.6008 -2.3034 2.1634  0.000
C: 4.3627 -2.4152 -2.1741  0.002
C: 3.9990 -3.2380 -3.4136  0.000
C: 5.8829 -2.2148 -2.1343  0.001
H: 0.5566 3.9356 3.1076  0.000
H: -0.6057 3.6656 1.8255  0.000
H: 0.4007 5.1181 1.8197  0.000
H: 1.3791 2.2364 1.5010  0.001
H: 2.9938 4.8173 1.5927  0.000
H: 3.6632 3.2308 1.2110  0.001
H: 2.9762 3.5270 2.8082  0.000
H: 0.7960 5.5257 -0.1033  0.000
H: 0.6263 5.8611 -2.5250  0.000
H: 1.1199 4.0078 -4.0623  0.000
H: 2.0144 0.5745 -2.9692  0.001
H: 0.8602 2.2433 -5.2493  0.000
H: -0.1022 1.2142 -4.1899  0.000
H: 1.1401 0.5105 -5.2405  0.000
H: 3.3009 2.7433 -4.6839  0.000
H: 3.6188 1.0098 -4.7859  0.000
H: 4.0893 1.9176 -3.3440  0.001
H: 4.9698 -0.4744 -0.0782  0.009
H: 4.1247 1.9925 -0.7616  0.008
H: 4.6648 -4.9648 -1.4523  0.000
H: 3.9396 -6.1244 0.5784  0.000
H: 2.7889 -4.8796 2.3646  0.000
H: 2.4206 -1.2127 2.3786  0.000
H: 2.0333 -3.7779 3.9888  0.000
H: 1.9585 -2.1150 4.5606  0.000
H: 3.4939 -2.7844 3.9923  0.000
H: 0.2253 -3.3306 2.1811  0.000
H: 0.4368 -2.1501 1.0258  0.000
H: 0.0207 -1.7164 2.8684  0.000
H: 3.8879 -1.4354 -2.2834  0.002
H: 4.5376 -4.1844 -3.4337  0.000
H: 4.2744 -2.6911 -4.3159  0.000
H: 2.9342 -3.4589 -3.4535  0.000
H: 6.3878 -3.1815 -2.1184  0.000
H: 6.2184 -1.6666 -1.2538  0.000
H: 6.2186 -1.6760 -3.0208  0.000
F: 0.5554 -0.3592 4.3574  0.000
B: 0.7405 0.7639 3.5843  0.000
F: -0.1620 0.5479 2.3684  0.004
F: 2.0215 0.8461 3.0550  0.000
F: 0.3241 1.9113 4.1797  0.000



no.,M (u)
1,824.1
2,902.9